41
Properties=species:S:1:pos:R:3 method="wB97M-V/def2-TZVPD" multiplicity=1 e_above_lowest_ev=2.798 total_charge=-1 homo_lumo_gap_ev=9.54 energy_ha=-1069.5842
O 2.05659 -3.17453 -3.34839
H 1.66992 -0.57687 -0.14633
O 1.55346 0.37318 1.12874
H 2.30419 -2.24232 -3.15022
H 2.35628 3.37993 -2.14366
O -2.98625 -0.83466 -1.40924
H 1.78593 4.15357 -1.03305
H 0.99922 -0.01498 4.39898
O 0.39229 0.20975 5.17745
H 4.31017 1.17219 -1.00253
H -0.45151 0.00030 4.79315
O 4.72290 0.29281 -1.15280
H -2.72244 -0.16316 3.35356
H -0.81380 1.98784 2.48038
O -0.37348 1.17919 2.32627
H 1.45209 -0.39938 -1.73634
H 0.44427 1.90547 -3.48871
O -2.84862 0.78454 3.26459
H 1.73917 -3.49035 -0.17581
H 0.66010 0.45637 1.78284
O 2.64553 3.93262 -1.40522
H -3.00251 -0.25144 -0.61307
H 0.74654 1.43126 -0.07931
O 1.61393 -4.32052 -0.59384
H 2.15681 -4.18936 -1.45436
H -2.87783 -0.30506 -2.19638
O -4.99517 -2.39899 0.16723
H -4.35043 -2.59291 0.92524
H -4.58335 -1.73962 -0.43055
O 0.26937 1.06490 -3.12338
H -1.92866 0.99933 2.91122
H -0.66773 1.41593 0.49199
O 1.59549 -1.06314 -1.06098
H -2.77690 1.45529 0.48116
H -0.24816 1.01077 -2.29053
O -0.21943 1.48538 -0.40974
H 3.92077 -0.31778 -1.15730
H 1.30314 -3.41326 -3.88546
O -3.43474 0.84345 0.80598
H 2.02935 1.17450 1.19185
H -3.44652 0.77975 1.80660